No. 1
The following is a quantum chemistry calculation of a cluster of 3 separate species, C30H61FN3O8 in total at a distorted geometry, from the Open Molecules 2025 dataset.

Values from the calculation:
Charge: +1
HOMO-LUMO gap in eV: 5.7

Last column: Löwdin charge in e.
CARTESIAN COORDINATES (ANGSTROEM)
C  6.497  -2.184  1.411  -0.136
C  5.751  -0.727  1.576  -0.248
C  4.712  -0.544  0.281  -0.235
C  4.081  0.969  0.207  -0.218
C  3.655  1.622  1.646  -0.211
C  2.309  0.956  2.339  -0.205
C  0.894  1.431  1.657  -0.136
C  0.030  0.245  0.931  -0.186
N  0.966  -0.854  0.384  0.092
C  0.606  -2.199  0.442  0.139
C  -0.930  -2.130  1.104  -0.079
C  -1.819  -2.231  -0.308  -0.184
O  -1.263  -1.813  -1.479  -0.009
N  -3.209  -2.815  -0.410  0.118
C  -3.679  -2.521  -1.850  -0.178
O  -4.293  -1.373  -2.209  0.028
F  -3.419  -3.491  -2.977  -0.010
C  -0.886  -0.717  1.918  -0.199
C  -2.208  -0.103  2.655  -0.142
C  -2.955  1.123  1.856  -0.198
C  -4.055  0.660  0.737  -0.201
C  -5.548  0.300  1.340  -0.178
C  -5.946  -1.291  1.265  -0.279
N  -5.031  -2.222  2.023  -0.080
H  6.569  -2.446  0.248  0.087
H  7.580  -2.050  1.891  0.091
H  5.872  -3.019  1.987  0.085
H  6.467  0.196  1.540  0.096
H  5.034  -0.740  2.527  0.112
H  3.922  -1.405  0.406  0.084
H  5.262  -0.769  -0.755  0.124
H  4.896  1.643  -0.346  0.124
H  3.129  1.011  -0.497  0.102
H  4.544  1.656  2.408  0.114
H  3.370  2.760  1.425  0.125
H  2.402  -0.221  2.497  0.113
H  2.290  1.394  3.450  0.127
H  0.207  1.921  2.502  0.135
H  1.126  2.333  0.908  0.137
H  -0.577  0.633  -0.011  0.179
H  1.904  -0.741  -0.055  0.127
H  1.202  -3.140  0.074  0.188
H  -1.186  -2.959  1.918  0.177
H  -3.045  -3.866  -0.435  0.158
H  -0.159  -0.901  2.847  0.164
H  -1.819  0.378  3.677  0.129
H  -2.916  -0.982  2.979  0.107
H  -3.553  1.768  2.664  0.126
H  -2.201  1.901  1.362  0.113
H  -4.177  1.583  -0.010  0.125
H  -3.736  -0.249  0.075  0.078
H  -5.713  0.775  2.402  0.114
H  -6.318  0.860  0.619  0.124
H  -6.046  -1.721  0.173  0.116
H  -7.016  -1.380  1.787  0.120
H  -5.010  -1.906  3.039  0.079
H  -5.330  -3.220  1.989  0.071
C  -7.172  -0.486  -3.660  -0.112
O  -8.382  -0.164  -2.995  -0.212
C  -8.948  1.060  -3.466  -0.193
C  -10.426  1.149  -3.080  -0.171
O  -11.278  0.400  -3.957  -0.137
C  -11.242  -1.024  -3.791  -0.168
C  -11.977  -1.494  -2.532  -0.192
O  -11.147  -1.334  -1.380  -0.213
C  -11.895  -1.348  -0.175  -0.110
H  -6.428  0.301  -3.501  0.084
H  -6.792  -1.424  -3.248  0.074
H  -7.352  -0.627  -4.730  0.090
H  -8.851  1.127  -4.556  0.128
H  -8.396  1.883  -2.999  0.122
H  -10.743  2.192  -3.190  0.127
H  -10.595  0.875  -2.037  0.118
H  -10.219  -1.401  -3.833  0.118
H  -11.770  -1.429  -4.661  0.127
H  -12.217  -2.558  -2.623  0.124
H  -12.903  -0.920  -2.414  0.128
H  -12.601  -0.511  -0.156  0.087
H  -11.200  -1.231  0.662  0.085
H  -12.428  -2.296  -0.064  0.086
C  8.261  3.330  -1.371  -0.106
O  9.209  2.880  -0.417  -0.200
C  8.609  2.084  0.606  -0.204
C  9.673  1.261  1.336  -0.169
O  10.052  0.079  0.619  -0.147
C  10.891  0.289  -0.525  -0.168
C  12.335  0.631  -0.148  -0.191
O  12.448  2.013  0.196  -0.210
C  13.625  2.286  0.940  -0.106
H  7.494  3.944  -0.887  0.084
H  8.784  3.935  -2.116  0.092
H  7.801  2.478  -1.880  0.083
H  7.860  1.411  0.173  0.104
H  8.122  2.765  1.314  0.125
H  9.237  0.902  2.276  0.122
H  10.546  1.860  1.600  0.122
H  10.458  1.028  -1.201  0.119
H  10.899  -0.668  -1.057  0.126
H  12.992  0.447  -1.004  0.126
H  12.651  0.004  0.694  0.127
H  13.609  1.740  1.889  0.087
H  13.652  3.357  1.160  0.090
H  14.515  2.019  0.363  0.088

=====

No. 2
The following is a quantum chemistry calculation of an isolated molecule of C30H62, from the Open Molecules 2025 dataset.

Values from the calculation:
HOMO-LUMO gap in eV: 11.1

Last column: Löwdin charge in e.
CARTESIAN COORDINATES (ANGSTROEM)
C  4.133  -3.383  4.064  -0.088
H  4.829  -3.051  4.832  0.073
H  3.266  -3.821  4.556  0.073
H  3.804  -2.513  3.501  0.079
C  4.799  -4.397  3.135  -0.446
C  6.037  -3.776  2.493  -0.079
H  5.753  -2.945  1.850  0.082
H  6.578  -4.506  1.897  0.068
H  6.712  -3.399  3.259  0.074
C  3.795  -4.877  2.082  -0.199
C  4.310  -6.038  1.232  -0.209
H  5.119  -5.698  0.585  0.097
C  3.216  -6.689  0.383  -0.188
H  3.651  -7.537  -0.154  0.118
H  2.449  -7.085  1.053  0.113
C  2.539  -5.764  -0.636  -0.389
C  3.553  -5.179  -1.617  -0.058
H  3.050  -4.626  -2.406  0.071
H  4.136  -5.975  -2.077  0.086
H  4.235  -4.497  -1.116  0.070
C  1.450  -6.541  -1.390  -0.182
C  0.384  -5.646  -2.030  -0.199
H  -0.141  -6.220  -2.795  0.110
H  0.867  -4.802  -2.522  0.097
C  -0.628  -5.139  -1.003  -0.183
H  -1.185  -5.996  -0.615  0.117
H  -0.092  -4.695  -0.161  0.107
C  -1.631  -4.102  -1.529  -0.384
C  -2.468  -4.662  -2.678  -0.066
H  -3.295  -3.996  -2.911  0.070
H  -1.865  -4.782  -3.574  0.078
H  -2.882  -5.631  -2.407  0.080
H  -2.306  -3.880  -0.696  0.125
C  -0.925  -2.800  -1.930  -0.188
C  -1.850  -1.595  -2.108  -0.207
C  -2.527  -1.146  -0.814  -0.207
C  -3.246  0.190  -0.990  -0.187
H  -2.508  0.938  -1.285  0.105
H  -3.971  0.109  -1.803  0.123
C  -3.968  0.658  0.280  -0.392
C  -5.289  -0.090  0.457  -0.073
H  -5.764  0.190  1.395  0.075
H  -5.970  0.150  -0.357  0.082
H  -5.130  -1.165  0.466  0.067
C  -4.228  2.171  0.244  -0.192
C  -2.983  3.006  0.539  -0.206
H  -2.203  2.786  -0.192  0.110
C  -3.290  4.501  0.503  -0.191
H  -3.717  4.738  -0.475  0.116
C  -2.060  5.391  0.731  -0.392
C  -1.599  5.326  2.186  -0.061
H  -0.672  5.874  2.325  0.070
H  -2.356  5.754  2.840  0.087
H  -1.424  4.297  2.489  0.068
H  -1.253  5.020  0.090  0.129
C  -2.399  6.829  0.318  -0.189
C  -1.265  7.848  0.448  -0.207
C  -0.058  7.521  -0.429  -0.197
H  -0.382  7.419  -1.467  0.125
H  0.357  6.561  -0.116  0.106
C  1.057  8.570  -0.352  -0.444
C  0.656  9.878  -1.030  -0.081
H  1.474  10.594  -0.984  0.074
H  0.415  9.702  -2.077  0.082
H  -0.209  10.324  -0.548  0.065
C  2.330  8.025  -0.998  -0.088
H  3.133  8.756  -0.942  0.073
H  2.659  7.116  -0.498  0.073
H  2.151  7.793  -2.046  0.080
H  1.266  8.775  0.705  0.135
H  -1.665  8.822  0.162  0.103
H  -0.946  7.922  1.489  0.107
H  -3.241  7.171  0.926  0.118
H  -2.732  6.819  -0.724  0.114
H  -4.047  4.736  1.255  0.122
H  -2.602  2.726  1.523  0.108
H  -4.628  2.442  -0.736  0.122
H  -4.989  2.416  0.988  0.115
H  -3.329  0.441  1.143  0.136
H  -3.241  -1.904  -0.492  0.099
H  -1.772  -1.045  -0.030  0.122
H  -2.611  -1.817  -2.858  0.108
H  -1.250  -0.765  -2.492  0.112
H  -0.184  -2.554  -1.165  0.116
H  -0.390  -2.961  -2.868  0.110
H  0.953  -7.229  -0.702  0.112
H  1.929  -7.144  -2.164  0.116
H  2.065  -4.941  -0.094  0.119
H  4.722  -6.802  1.896  0.116
H  3.534  -4.034  1.439  0.114
H  2.883  -5.200  2.592  0.119
H  5.113  -5.260  3.734  0.133

=====

No. 3
The following is a quantum chemistry calculation of a structure of composition C30H62F4N2O28P4S4V at a distorted geometry, from the Open Molecules 2025 dataset.

Values from the calculation:
Charge: -2
HOMO-LUMO gap (alpha / beta) in eV: 5.1 / 5.2
Spin multiplicity: 4
⟨S²⟩: 3.761

Last column: Löwdin charge in e.
CARTESIAN COORDINATES (ANGSTROEM)
V  2.184  1.879  1.312  0.723
N  0.299  2.083  0.814  -0.324
S  -0.741  3.207  0.685  0.444
O  -1.744  3.392  1.727  -0.254
O  -1.075  3.673  -0.638  -0.279
F  0.351  4.359  1.043  -0.208
S  -1.020  0.936  0.589  0.583
O  -1.574  0.811  -0.748  -0.272
O  -1.793  0.612  1.752  -0.242
F  -0.004  -0.290  0.558  -0.192
N  2.393  3.054  2.899  -0.308
S  3.707  4.032  3.528  0.637
O  4.729  3.418  4.368  -0.243
O  3.591  5.489  3.431  -0.287
F  4.419  3.906  2.067  -0.229
S  1.637  3.493  4.159  0.426
O  1.022  4.807  4.142  -0.260
O  1.871  2.698  5.358  -0.245
F  0.349  2.643  3.703  -0.218
C  3.415  -1.504  3.625  -0.015
C  3.198  -0.363  2.815  -0.285
C  4.423  0.246  2.057  -0.308
O  4.223  1.273  1.401  -0.082
C  5.748  -0.305  2.274  -0.016
C  5.878  -1.330  3.135  -0.363
C  4.682  -1.957  3.792  -0.349
O  4.727  -3.031  4.548  -0.082
O  7.120  -1.769  3.228  -0.106
O  2.117  0.250  2.584  -0.102
H  2.652  -1.957  4.241  0.110
H  6.545  0.171  1.721  0.105
C  -3.796  -0.247  -3.357  -0.059
C  -3.396  -1.151  -4.517  -0.326
O  -3.835  -2.438  -4.428  -0.180
P  -2.980  -3.589  -3.580  0.510
O  -1.584  -3.780  -4.007  -0.230
O  -3.910  -4.907  -3.579  -0.162
C  -5.252  -4.747  -3.319  -0.327
C  -5.770  -6.020  -2.629  -0.062
O  -3.207  -3.107  -2.056  -0.215
C  -2.352  -3.747  -1.066  -0.204
C  -2.560  -2.919  0.260  -0.036
H  -4.878  -0.211  -3.231  0.080
H  -3.336  -0.634  -2.447  0.052
H  -3.351  0.746  -3.427  0.083
H  -3.969  -0.785  -5.369  0.117
H  -2.320  -1.082  -4.672  0.100
H  -5.445  -3.901  -2.660  0.114
H  -5.883  -4.583  -4.193  0.116
H  -5.444  -6.058  -1.589  0.075
H  -6.855  -6.122  -2.643  0.071
H  -5.390  -6.894  -3.158  0.073
H  -2.613  -4.796  -0.930  0.116
H  -1.319  -3.609  -1.387  0.096
H  -3.573  -3.068  0.633  0.067
H  -1.926  -3.227  1.091  0.086
H  -2.189  -1.922  0.024  0.061
C  0.739  -0.225  -4.891  -0.050
C  1.571  -0.977  -3.834  -0.220
O  1.617  0.049  -2.822  -0.192
P  2.758  -0.046  -1.661  0.630
O  2.293  0.631  -0.433  -0.236
O  4.169  0.453  -2.389  -0.169
C  5.359  -0.181  -2.103  -0.293
C  5.627  -1.306  -3.099  -0.071
O  2.892  -1.675  -1.503  -0.189
C  1.932  -2.418  -0.923  -0.319
C  1.917  -3.838  -1.493  -0.048
H  0.635  -0.632  -5.896  0.073
H  -0.304  -0.116  -4.593  0.059
H  1.146  0.779  -5.014  0.065
H  1.156  -1.927  -3.497  0.104
H  2.561  -1.285  -4.173  0.111
H  6.204  0.500  -2.209  0.121
H  5.372  -0.460  -1.049  0.122
H  6.519  -1.856  -2.801  0.079
H  4.841  -2.059  -3.170  0.056
H  5.719  -0.979  -4.134  0.072
H  2.075  -2.419  0.158  0.136
H  0.982  -1.919  -1.114  0.103
H  1.236  -4.059  -2.315  0.061
H  2.912  -4.079  -1.869  0.075
H  1.768  -4.558  -0.688  0.076
C  -7.654  -2.077  6.090  -0.064
C  -6.923  -1.619  4.795  -0.268
O  -5.565  -1.953  5.034  -0.216
P  -4.813  -2.981  4.016  0.464
O  -5.259  -4.387  4.175  -0.245
O  -5.073  -2.317  2.588  -0.193
C  -4.602  -0.993  2.369  -0.287
C  -5.013  -0.389  1.062  -0.061
O  -3.236  -2.642  4.201  -0.181
C  -2.505  -3.311  5.222  -0.256
C  -2.727  -2.682  6.621  -0.064
H  -8.614  -1.561  6.077  0.061
H  -7.738  -3.163  6.135  0.076
H  -7.226  -1.693  7.017  0.072
H  -7.263  -2.139  3.899  0.111
H  -7.042  -0.555  4.588  0.113
H  -5.075  -0.343  3.105  0.118
H  -3.514  -1.049  2.344  0.098
H  -4.476  -0.922  0.277  0.060
H  -6.088  -0.301  0.899  0.078
H  -4.658  0.641  1.084  0.088
H  -2.628  -4.394  5.199  0.111
H  -1.465  -3.254  4.900  0.120
H  -2.706  -1.594  6.693  0.085
H  -3.620  -3.074  7.107  0.063
H  -2.016  -3.133  7.313  0.069
C  5.165  3.998  -4.099  -0.055
C  5.241  4.654  -2.693  -0.313
O  4.665  3.818  -1.770  -0.143
P  3.302  4.324  -1.026  0.579
O  2.895  3.304  -0.027  -0.259
O  3.701  5.780  -0.417  -0.176
C  2.848  6.370  0.564  -0.237
C  1.741  7.064  -0.300  -0.065
O  2.141  4.555  -2.132  -0.182
C  1.674  3.386  -2.823  -0.240
C  1.123  3.963  -4.136  -0.057
H  4.226  4.209  -4.611  0.055
H  6.020  4.464  -4.589  0.069
H  5.323  2.927  -3.967  0.073
H  6.316  4.664  -2.509  0.118
H  4.860  5.671  -2.785  0.119
H  2.347  5.657  1.219  0.085
H  3.379  7.099  1.176  0.121
H  2.238  7.658  -1.067  0.070
H  1.061  6.378  -0.804  0.059
H  1.153  7.656  0.402  0.076
H  2.459  2.691  -3.122  0.101
H  0.899  2.910  -2.224  0.113
H  0.494  3.197  -4.588  0.064
H  0.408  4.782  -4.056  0.081
H  1.924  4.175  -4.844  0.060

=====

No. 4
The following is a quantum chemistry calculation of the ion C30H62FN2O2 with charge +1 at a distorted geometry, from the Open Molecules 2025 dataset.

Values from the calculation:
Charge: +1
HOMO-LUMO gap in eV: 9.7

Last column: Löwdin charge in e.
CARTESIAN COORDINATES (ANGSTROEM)
C  4.788  -3.169  4.194  -0.109
C  5.812  -2.093  3.788  -0.271
C  6.831  -2.619  2.777  -0.221
C  6.261  -2.665  1.338  -0.205
C  7.119  -1.869  0.338  -0.209
C  6.333  -1.344  -0.876  -0.217
C  6.912  -0.042  -1.433  -0.214
C  5.950  0.619  -2.444  -0.210
C  5.220  1.809  -1.823  -0.215
C  3.965  2.236  -2.609  -0.192
C  2.652  1.658  -2.040  -0.191
C  1.549  2.704  -1.826  -0.172
C  0.619  2.397  -0.631  -0.105
C  -0.702  1.770  -1.045  -0.391
F  -0.301  0.666  -1.808  0.027
C  -1.608  2.610  -1.972  0.010
C  -2.858  2.864  -1.160  -0.288
O  -3.534  4.048  -1.330  0.077
N  -2.563  2.508  0.326  -0.092
C  -1.826  3.702  0.919  -0.058
C  -2.609  4.594  1.890  -0.227
N  -3.836  5.215  1.442  0.034
O  -3.839  2.273  0.818  -0.070
C  -4.031  1.938  2.224  -0.159
C  -2.830  1.594  3.114  -0.043
C  -1.645  1.312  0.110  -0.123
C  -2.272  -0.033  -0.310  -0.083
C  -3.408  -0.659  0.524  -0.178
C  -4.819  -0.486  -0.057  -0.194
C  -5.816  -1.485  0.591  -0.186
C  -6.542  -2.397  -0.416  -0.207
C  -5.877  -3.752  -0.629  -0.216
C  -4.628  -3.708  -1.506  -0.233
C  -4.085  -5.095  -1.845  -0.253
C  -2.603  -5.052  -2.290  -0.104
H  5.142  -3.689  5.082  0.070
H  3.816  -2.738  4.428  0.062
H  4.664  -3.899  3.395  0.067
H  5.317  -1.201  3.403  0.098
H  6.352  -1.793  4.688  0.098
H  7.720  -1.990  2.817  0.100
H  7.137  -3.625  3.066  0.108
H  6.258  -3.701  0.999  0.108
H  5.244  -2.275  1.338  0.098
H  7.566  -1.015  0.850  0.101
H  7.936  -2.509  0.002  0.116
H  5.315  -1.126  -0.540  0.102
H  6.316  -2.106  -1.654  0.116
H  7.877  -0.234  -1.903  0.113
H  7.083  0.630  -0.591  0.104
H  5.219  -0.135  -2.744  0.108
H  6.487  0.944  -3.334  0.111
H  4.932  1.516  -0.809  0.101
H  5.900  2.654  -1.718  0.112
H  3.922  3.320  -2.703  0.102
H  4.086  1.849  -3.623  0.107
H  2.285  0.878  -2.704  0.111
H  2.874  1.179  -1.086  0.100
H  0.966  2.819  -2.740  0.113
H  2.017  3.672  -1.649  0.111
H  1.118  1.692  0.033  0.129
H  0.466  3.329  -0.093  0.103
H  -1.067  3.526  -2.221  0.133
H  -1.848  2.087  -2.889  0.152
H  -3.571  2.083  -1.431  0.166
H  -2.985  4.656  -1.830  0.120
H  -1.420  4.317  0.121  0.132
H  -0.968  3.301  1.456  0.124
H  -2.804  4.080  2.826  0.091
H  -1.921  5.401  2.150  0.134
H  -4.507  4.559  1.077  0.060
H  -3.669  5.945  0.769  0.076
H  -4.718  1.095  2.221  0.114
H  -4.584  2.766  2.666  0.121
H  -2.869  2.207  4.012  0.091
H  -1.859  1.752  2.666  0.059
H  -2.898  0.563  3.451  0.087
H  -1.001  1.122  0.966  0.149
H  -2.631  0.028  -1.336  0.123
H  -1.433  -0.721  -0.269  0.134
H  -3.369  -0.389  1.577  0.087
H  -3.233  -1.736  0.502  0.103
H  -4.778  -0.712  -1.122  0.106
H  -5.198  0.514  0.121  0.091
H  -6.561  -0.942  1.172  0.104
H  -5.284  -2.120  1.305  0.108
H  -7.552  -2.576  -0.045  0.107
H  -6.653  -1.875  -1.368  0.110
H  -6.599  -4.410  -1.120  0.117
H  -5.628  -4.234  0.318  0.116
H  -4.855  -3.199  -2.446  0.120
H  -3.829  -3.167  -0.992  0.090
H  -4.657  -5.546  -2.654  0.106
H  -4.160  -5.758  -0.983  0.105
H  -1.947  -5.469  -1.530  0.066
H  -2.440  -5.618  -3.204  0.066
H  -2.295  -4.026  -2.492  0.059